Entry 1:
{
  "formula": "C11H12IrN2P",
  "method": "ωB97M-V/def2-TZVPD",
  "elements": ["C", "C", "C", "C", "C", "Ir", "P", "H", "H", "H", "H", "H", "H", "H", "H", "N", "C", "C", "C", "C", "C", "N", "C", "H", "H", "H", "H"],
  "xyz": [[-1.144, -0.782, -2.613], [-0.993, 0.118, -3.643], [-0.280, 1.319, -3.576], [0.589, 1.723, -2.558], [0.906, 0.982, -1.435], [-0.382, -0.270, -1.008], [0.818, -2.157, -0.849], [-1.731, -1.694, -2.779], [-1.478, -0.135, -4.594], [-0.338, 1.971, -4.454], [1.717, 1.316, -0.771], [1.097, 2.687, -2.674], [2.097, -2.087, -0.217], [1.160, -2.847, -2.045], [0.236, -3.222, -0.101], [2.967, 0.171, 4.393], [1.938, 0.209, 3.834], [0.677, 0.248, 3.129], [-0.538, 0.374, 3.805], [-1.710, 0.385, 3.066], [-1.653, 0.208, 1.681], [-0.473, 0.062, 1.064], [0.682, 0.151, 1.734], [-0.539, 0.465, 4.892], [-2.682, 0.514, 3.534], [-2.541, 0.176, 1.045], [1.600, 0.114, 1.141]],
  "nbo_charge": [-0.436, -0.287, -0.164, -0.330, -0.366, 0.790, 0.224, 0.209, 0.220, 0.217, 0.217, 0.221, 0.036, 0.026, 0.023, -0.351, 0.283, -0.238, -0.303, -0.193, -0.108, -0.607, 0.073, 0.222, 0.222, 0.199, 0.201],
  "charge": 0,
  "s_squared": 6.06,
  "e_lumo_ha": [-0.023, -0.099],
  "orbital_gap_ha": [0.1571, 0.2310],
  "multiplicity": 5
}


Entry 2:
{
  "formula": "C11H12N",
  "method": "ωB97M-V/def2-TZVPD",
  "elements": ["C", "C", "C", "C", "C", "C", "C", "C", "C", "C", "N", "C", "H", "H", "H", "H", "H", "H", "H", "H", "H", "H", "H", "H"],
  "xyz": [[3.612, -1.115, -0.329], [2.383, -1.590, -0.016], [1.309, -0.766, -0.211], [0.012, -0.193, -0.153], [-1.369, -0.346, -0.121], [-2.019, -1.583, 0.090], [-3.410, -1.623, 0.091], [-4.164, -0.421, 0.023], [-3.545, 0.803, -0.251], [-2.136, 0.842, -0.309], [1.175, 0.709, -0.467], [1.669, 1.667, 0.493], [4.533, -1.539, -0.067], [3.674, -0.145, -0.565], [2.077, -2.642, 0.247], [-1.391, -2.509, 0.205], [-3.937, -2.487, 0.341], [-5.213, -0.603, 0.185], [-3.974, 1.772, -0.309], [-1.743, 1.783, -0.737], [1.282, 1.230, -1.374], [1.353, 1.098, 1.411], [2.784, 1.887, 0.625], [1.075, 2.526, 0.359]],
  "nbo_charge": [-0.247, -0.288, 0.170, 0.249, -0.183, -0.130, -0.193, -0.141, -0.202, -0.154, -0.390, -0.440, 0.228, 0.174, 0.271, 0.233, 0.233, 0.237, 0.237, 0.222, 0.415, 0.222, 0.253, 0.224],
  "charge": 1,
  "e_lumo_ha": [-0.175, -0.175],
  "orbital_gap_ha": [0.2672, 0.2672],
  "smiles": "C=CC1=C(c2ccccc2)[N@H+]1C"
}


Entry 3:
{
  "formula": "C11H12NO",
  "method": "ωB97M-V/def2-TZVPD",
  "elements": ["C", "C", "C", "C", "C", "C", "C", "C", "N", "C", "C", "C", "O", "H", "H", "H", "H", "H", "H", "H", "H", "H", "H", "H", "H"],
  "xyz": [[-0.771, -2.649, 0.244], [-0.519, -1.214, 0.255], [0.673, -0.555, -0.113], [1.844, -1.115, -0.568], [2.930, -0.395, -0.833], [2.820, 0.983, -0.667], [1.673, 1.577, -0.184], [0.525, 0.820, 0.082], [-0.706, 1.101, 0.379], [-1.051, 2.415, 0.788], [-1.492, -0.106, 0.552], [-2.712, -0.415, -0.534], [-2.749, 0.105, -1.599], [-0.873, -3.040, 1.171], [0.170, -3.060, -0.041], [-1.557, -2.955, -0.345], [1.707, -2.224, -0.676], [3.892, -0.755, -1.304], [3.544, 1.662, -0.865], [1.644, 2.669, 0.126], [-0.898, 3.245, 0.033], [-2.105, 2.355, 0.984], [-0.618, 2.716, 1.754], [-1.954, -0.127, 1.450], [-3.419, -1.040, -0.087]],
  "nbo_charge": [-0.677, 0.288, -0.164, -0.109, -0.230, -0.062, -0.280, 0.297, -0.296, -0.431, -0.200, 0.469, -0.413, 0.262, 0.240, 0.254, 0.225, 0.257, 0.231, 0.242, 0.244, 0.224, 0.224, 0.255, 0.151],
  "charge": 1,
  "e_lumo_ha": [-0.195, -0.195],
  "orbital_gap_ha": [0.2730, 0.2730],
  "smiles": "CC1=c2ccccc2=[N+](C)[C@H]1C=O"
}


Entry 4:
{
  "formula": "C11H12NO2",
  "method": "ωB97M-V/def2-TZVPD",
  "elements": ["C", "C", "O", "O", "H", "H", "H", "C", "C", "C", "C", "C", "C", "C", "C", "C", "N", "H", "H", "H", "H", "H", "H", "H", "H", "H"],
  "xyz": [[-0.361, -0.198, -4.748], [-0.784, -0.818, -3.394], [0.066, -1.635, -2.916], [-1.915, -0.575, -2.934], [0.229, -0.908, -5.320], [0.064, 0.793, -4.597], [-1.291, -0.064, -5.307], [3.028, -0.116, 2.582], [1.686, -0.822, 0.432], [1.896, -0.118, 1.576], [-0.247, 0.176, 0.826], [0.582, 0.369, 1.949], [-1.533, 0.728, 0.734], [0.034, 0.927, 3.106], [-1.943, 1.451, 1.832], [-1.174, 1.595, 3.007], [0.411, -0.640, -0.044], [2.353, -1.421, -0.165], [0.118, -0.955, -0.961], [2.601, 0.021, 3.573], [3.620, 0.777, 2.363], [-2.037, 0.617, -0.210], [0.510, 0.915, 4.081], [-2.936, 1.892, 1.808], [-1.650, 2.217, 3.752], [3.651, -1.000, 2.513]],
  "nbo_charge": [-0.736, 0.762, -0.827, -0.773, 0.204, 0.204, 0.198, -0.621, -0.012, -0.116, 0.154, -0.112, -0.234, -0.205, -0.235, -0.265, -0.522, 0.208, 0.472, 0.207, 0.205, 0.249, 0.194, 0.194, 0.199, 0.208],
  "charge": -1,
  "e_lumo_ha": 0.121,
  "orbital_gap_ha": 0.2898
}


Entry 5:
{
  "formula": "C11H12NO2",
  "method": "ωB97M-V/def2-TZVPD",
  "elements": ["C", "C", "C", "C", "C", "C", "C", "C", "C", "N", "H", "H", "H", "H", "H", "H", "H", "H", "H", "C", "C", "O", "O", "H", "H", "H"],
  "xyz": [[-0.028, 1.126, -3.305], [0.572, -0.588, 0.014], [1.019, 0.068, -1.214], [-0.145, 0.244, -2.102], [-1.107, -0.584, -1.597], [1.409, -0.350, 1.241], [2.644, 0.199, 1.089], [3.076, 0.680, -0.207], [2.293, 0.643, -1.317], [-0.810, -0.859, -0.266], [0.916, -0.508, 2.202], [3.319, 0.309, 1.939], [-1.244, -1.389, 0.393], [4.060, 1.122, -0.266], [-2.008, -0.875, -2.081], [2.687, 1.155, -2.226], [-0.417, 0.797, -4.254], [1.213, 1.144, -3.359], [-0.359, 2.150, -3.072], [-2.723, -0.079, 2.521], [-2.069, -1.420, 2.757], [-1.676, -1.786, 3.916], [-1.899, -2.085, 1.747], [-3.333, 0.354, 3.356], [-3.379, -0.100, 1.693], [-2.012, 0.634, 2.395]],
  "nbo_charge": [-0.616, 0.122, -0.030, -0.141, -0.021, -0.203, -0.260, -0.240, -0.257, -0.514, 0.239, 0.206, 0.449, 0.190, 0.202, 0.199, 0.208, 0.202, 0.209, -0.723, 0.759, -0.784, -0.791, 0.191, 0.198, 0.207],
  "charge": -1,
  "e_lumo_ha": 0.119,
  "orbital_gap_ha": 0.2794
}


Entry 6:
{
  "formula": "C11H12NO2S",
  "method": "ωB97M-V/def2-TZVPD",
  "elements": ["C", "C", "C", "C", "C", "C", "C", "C", "C", "C", "C", "N", "O", "O", "S", "H", "H", "H", "H", "H", "H", "H", "H", "H", "H", "H", "H"],
  "xyz": [[-3.490, -0.049, 0.459], [-2.867, 1.198, 0.091], [-2.748, -1.190, 0.554], [-1.486, 1.264, -0.019], [-0.584, -2.351, 0.624], [-1.312, -1.219, 0.434], [-0.710, 0.081, 0.149], [0.729, 0.126, 0.314], [0.839, -2.297, 0.239], [1.529, -1.066, 0.848], [2.754, 1.480, -0.253], [1.353, 1.221, -0.249], [0.970, 3.400, -1.762], [1.455, 1.307, -2.900], [0.643, 1.997, -1.917], [-4.488, -0.295, 0.583], [-3.466, 2.218, -0.016], [-3.171, -2.177, 0.849], [-0.935, 2.073, -0.185], [-1.071, -3.141, 1.141], [1.588, -3.070, 0.383], [0.851, -2.183, -0.907], [2.633, -0.867, 0.514], [1.525, -1.010, 1.879], [2.971, 2.092, -1.012], [3.197, 1.871, 0.814], [3.291, 0.588, -0.655]],
  "nbo_charge": [-0.222, -0.327, -0.220, -0.115, -0.369, -0.010, -0.246, 0.377, -0.421, -0.455, -0.412, -0.614, -1.007, -1.004, 1.686, 0.198, 0.196, 0.183, 0.202, 0.191, 0.207, 0.203, 0.205, 0.210, 0.213, 0.171, 0.178],
  "charge": -1,
  "e_lumo_ha": [0.131, 0.131],
  "orbital_gap_ha": [0.2318, 0.2319]
}


ΔE to the lowest compared entry with this formula, charge and spin? In order: 0.0, 94.2, 66.3, 14.0, 52.9, 53.8 kcal/mol.
Electronic energy? In order: -981.2531, -480.6976, -556.0320, -631.6754, -631.6135, -1029.7247 a.u..